ORCA calculation (ωB97M-V/def2-TZVPD) on C18H28IOP2Tc as an isolated structure.

Structure (XYZ):
```
51
Properties=species:S:1:pos:R:3:forces:R:3
C -0.614 0.656 -3.328 -0.81 0.17 -2.07
I 1.060 0.850 1.267 0.42 1.65 -0.08
H 0.193 0.755 -4.112 -0.06 0.07 0.92
H -1.315 1.501 -3.583 0.65 -0.67 0.54
H -1.175 -0.261 -3.653 0.44 0.65 0.65
Tc 0.232 0.563 -1.440 -4.95 -0.54 4.71
P 0.329 2.961 -1.438 0.43 3.35 -0.46
C -1.078 3.861 -0.664 -0.22 -0.58 -0.03
C 1.770 3.624 -0.497 0.05 -0.51 -0.03
H 1.988 4.663 -0.793 -0.20 -0.39 0.12
H 0.756 4.863 -2.939 -0.15 -0.46 0.11
H 2.645 2.999 -0.717 -0.01 0.28 0.09
H 1.367 3.306 -3.587 -0.19 0.24 0.01
H -1.189 3.514 0.376 -0.04 0.21 -0.26
H 1.560 3.576 0.583 0.12 0.21 -0.35
C 0.533 3.790 -3.058 -0.03 -0.43 -0.19
H -0.918 4.955 -0.668 0.12 -0.56 -0.09
H -0.381 3.666 -3.654 0.28 0.11 0.10
H -2.001 3.627 -1.216 0.21 0.18 0.21
P 0.330 -1.742 -1.435 -0.18 -3.16 -1.09
C -1.096 -2.606 -0.696 -0.02 -0.60 0.56
C 0.514 -2.518 -3.035 -0.13 0.16 -0.54
H 2.636 -1.686 -0.689 0.11 -0.17 -0.28
H 1.969 -3.366 -0.769 0.17 -0.04 -0.51
H 1.541 -2.334 0.493 -0.18 0.03 0.04
C 1.761 -2.321 -0.557 0.42 -0.21 0.65
H 1.322 -2.016 -3.575 -0.06 -0.18 -0.13
H 0.772 -3.570 -2.876 -0.10 0.13 -0.10
H -0.931 -3.708 -0.633 -0.23 0.64 -0.54
H -2.031 -2.309 -1.198 0.31 -0.46 -0.01
H -0.419 -2.433 -3.599 0.21 -0.11 -0.08
H -1.198 -2.328 0.370 0.09 -0.59 -0.65
C -1.677 0.667 -0.844 -4.37 1.16 -1.20
O -2.840 0.794 -0.587 4.70 0.53 -2.63
C 1.264 -1.502 4.797 -1.41 0.39 2.77
C 2.159 -1.586 3.801 3.03 0.14 -0.33
C 1.797 -1.602 2.450 1.46 -0.45 2.26
C 0.470 -1.555 2.249 -1.42 -0.62 -1.12
C -0.807 -0.394 0.377 0.35 -0.02 1.34
C -1.937 -0.515 1.186 0.42 2.57 1.09
C -2.745 -1.383 2.036 -1.47 0.30 1.49
C -1.997 -1.747 3.104 -0.18 -0.01 0.60
C -0.543 -1.671 3.175 0.08 0.21 1.76
C -0.084 -1.583 4.507 0.21 -0.05 -1.20
H 1.522 -1.333 5.874 0.14 -0.39 -1.20
H 3.244 -1.541 4.058 -0.92 -0.11 -0.38
H 2.648 -1.552 1.814 0.03 -0.06 -0.91
H -2.232 0.533 1.601 0.54 -1.24 -1.12
H -3.887 -1.187 2.329 2.52 -0.27 -1.51
H -2.445 -1.855 4.147 0.16 -0.35 -1.83
H -0.842 -1.520 5.245 -0.37 -0.16 0.91
```
Forces are in eV/Å.

Output
Multiplicity: 4
Total charge: +3
E_HOMO (alpha / beta), eV: -18.2 / -18.3
Electronic energy, a.u.: -1837.63092
LUMO level (alpha / beta), eV: -12.51 / -13.01
F_max, hartree/bohr: 0.133
Gap between HOMO and LUMO (alpha / beta), eV: 5.67 / 5.25


ORCA calculation (ωB97M-V/def2-TZVPD) on a 2-piece molecular cluster, C8H20N2PS overall.

Structure (XYZ):
```
32
Properties=species:S:1:pos:R:3:forces:R:3
C 0.463 4.220 0.638 -0.17 -0.12 -0.08
C 0.804 3.736 -0.770 0.08 -0.06 0.38
P 0.278 2.068 -1.317 -0.21 0.36 -0.62
C -1.258 1.599 -0.445 0.05 -0.17 0.23
C -1.186 1.222 1.037 0.11 0.23 0.04
S 1.599 0.687 -0.383 0.26 -0.63 0.28
N 2.210 1.230 1.115 -0.12 0.10 0.06
H 0.915 3.590 1.399 0.14 0.06 0.04
H -0.614 4.216 0.804 -0.01 0.07 -0.01
H 0.820 5.240 0.775 -0.01 -0.03 0.00
H 0.345 4.390 -1.517 0.08 0.00 -0.05
H 1.884 3.771 -0.941 -0.03 0.08 -0.11
H -1.938 2.440 -0.623 0.03 -0.03 -0.01
H -1.643 0.750 -1.014 -0.15 0.09 -0.01
H -2.181 1.206 1.474 -0.04 -0.14 0.00
H -0.599 1.932 1.622 -0.07 0.05 -0.06
H -0.771 0.220 1.158 -0.08 -0.01 0.03
H 2.688 0.960 -1.119 0.01 0.18 -0.02
H 2.972 0.620 1.412 -0.06 -0.03 -0.05
H 1.447 1.128 1.785 0.12 0.01 0.03
C 0.783 -3.516 -0.908 0.00 -0.02 0.01
C -0.258 -4.537 -0.468 0.05 0.03 0.00
C -1.673 -3.950 -0.403 0.04 -0.04 -0.02
C -1.764 -2.847 0.555 -0.11 0.09 0.21
N -1.833 -2.002 1.333 0.14 -0.09 -0.25
H 0.846 -2.693 -0.193 -0.01 0.00 -0.01
H 1.769 -3.976 -0.976 0.00 0.01 0.00
H 0.538 -3.103 -1.889 0.00 0.00 0.00
H 0.007 -4.942 0.510 -0.01 -0.01 0.00
H -0.274 -5.375 -1.165 -0.03 0.00 0.00
H -2.397 -4.710 -0.104 -0.01 0.01 -0.01
H -1.978 -3.575 -1.382 -0.01 -0.01 0.01
```
Forces are in eV/Å.

Output
Energy above the lowest of the compared OMol25 structures with the same formula, charge and spin, kJ/mol: 0.00
Total charge: +1
E_HOMO, eV: -13.4
Electronic energy, a.u.: -1165.58531
LUMO level, eV: -3.70
F_max, hartree/bohr: 0.015
Gap between HOMO and LUMO, eV: 9.74


ORCA calculation (ωB97M-V/def2-TZVPD) on a 2-piece molecular cluster, C2H2Cl2N2O4 overall.

Structure (XYZ):
```
12
Properties=species:S:1:pos:R:3:forces:R:3
C -2.551 -0.171 0.597 -2.29 -0.52 -1.36
C 1.371 0.719 -0.497 -2.22 -2.34 2.28
N -1.377 0.023 1.001 2.20 0.73 1.62
N 1.760 -0.836 -0.752 -0.31 3.58 2.33
O -0.780 0.153 2.014 -0.55 -0.33 -0.42
O 2.884 -0.957 -1.035 3.43 -1.21 -1.54
O 0.071 0.799 -0.437 -1.33 0.74 0.57
O 0.955 -1.646 -0.496 -2.09 -2.28 0.15
Cl -2.997 -0.263 -1.058 0.50 0.12 0.32
Cl 2.512 1.452 0.810 -1.05 -0.77 -0.82
H -3.477 -0.358 1.255 2.19 0.42 -0.37
H 1.628 1.086 -1.403 1.53 1.86 -2.75
```
Forces are in eV/Å.

Output
Energy above the lowest of the compared OMol25 structures with the same formula, charge and spin, kJ/mol: 181.61
Total charge: 0
E_HOMO (alpha / beta), eV: -9.8 / -9.8
Electronic energy, a.u.: -1407.93532
LUMO level (alpha / beta), eV: -3.49 / -3.49
F_max, hartree/bohr: 0.083
Gap between HOMO and LUMO (alpha / beta), eV: 6.31 / 6.32


ORCA calculation (ωB97M-V/def2-TZVPD) on C11H16BrClINO2PW as an isolated structure.

Structure (XYZ):
```
35
Properties=species:S:1:pos:R:3:forces:R:3
C -1.062 -1.838 -5.304 -0.74 0.00 0.07
C -0.172 -0.727 -5.183 4.77 2.40 -0.74
H -1.180 -2.096 -6.390 0.12 0.27 0.65
H -2.024 -1.503 -4.873 0.10 -0.34 -0.27
H -0.660 -2.701 -4.725 -0.07 0.52 -0.33
O 0.700 0.031 -5.165 -4.27 -3.00 0.17
I 1.537 -2.855 -1.373 0.18 -0.11 -0.71
W 0.424 -0.889 -0.129 -1.61 -3.33 1.12
P -0.677 1.217 -0.162 -1.57 2.54 0.08
C 0.312 2.723 0.037 0.35 0.12 -0.08
C -1.721 1.439 -1.636 0.05 -0.39 -0.25
H -2.374 0.346 1.336 -0.04 0.24 0.02
H -2.482 2.129 1.177 0.36 -0.23 -0.01
H -1.218 1.378 2.218 -0.14 0.05 -0.34
C -1.794 1.271 1.285 -0.11 -0.33 0.17
H -2.300 0.517 -1.799 -0.01 0.36 0.13
H -2.401 2.297 -1.495 0.34 -0.34 -0.10
H -0.236 3.600 -0.345 0.13 -0.34 0.18
H 1.263 2.641 -0.493 -0.14 0.22 -0.04
H -1.075 1.591 -2.515 -0.22 0.20 0.27
H 0.535 2.871 1.103 -0.14 0.00 -0.25
C 1.883 0.165 -0.990 5.65 3.83 -2.51
O 2.749 0.808 -1.475 -4.15 -3.01 2.08
Cl -1.657 -1.953 0.126 0.78 0.47 -0.22
Br 1.273 1.922 4.560 0.39 -1.16 -0.43
C 1.382 0.166 3.757 0.29 1.63 0.31
C 1.177 -0.990 4.500 -0.15 0.21 -0.11
C 1.094 -2.197 3.815 0.04 -0.70 -0.24
C 1.043 -2.208 2.431 -0.50 0.49 0.28
N 1.118 -1.021 1.735 2.16 -0.20 0.78
C 1.579 0.107 2.390 -1.40 -0.53 0.29
H 1.084 -0.909 5.582 0.00 -0.22 -0.17
H 1.006 -3.146 4.342 0.07 0.26 -0.08
H 0.907 -3.123 1.848 -0.19 0.38 0.26
H 1.967 0.937 1.810 -0.34 0.02 -0.02
```
Forces are in eV/Å.

Output
Multiplicity: 3
Total charge: +3
E_HOMO (alpha / beta), eV: -18.4 / -18.5
Electronic energy, a.u.: -4373.26406
LUMO level (alpha / beta), eV: -12.20 / -12.27
F_max, hartree/bohr: 0.141
Gap between HOMO and LUMO (alpha / beta), eV: 6.21 / 6.21


ORCA calculation (ωB97M-V/def2-TZVPD) on C47H45BMgN7O4 as an isolated structure.

Structure (XYZ):
```
105
Properties=species:S:1:pos:R:3:forces:R:3
Mg -0.245 -0.503 -0.044 -0.42 -0.06 0.86
O 4.308 -3.146 -0.906 -0.04 0.00 0.02
C 3.487 -3.548 -1.893 -0.13 0.06 0.04
C 4.040 -4.249 -2.965 0.07 -0.07 -0.03
C 3.248 -4.666 -4.018 0.02 0.07 0.07
C 1.884 -4.394 -4.026 -0.05 -0.07 -0.08
C 1.324 -3.722 -2.957 0.00 -0.02 0.03
C 2.101 -3.296 -1.881 0.05 -0.09 0.00
C 1.407 -2.595 -0.771 -0.03 -0.02 0.12
O 0.166 -2.515 -0.746 0.04 -0.25 -0.01
N 2.205 -2.044 0.172 0.32 -0.17 -0.18
N 1.461 -1.396 1.087 0.15 0.52 0.84
C 2.052 -0.947 2.137 0.16 -0.43 -0.50
C 1.325 -0.289 3.209 -0.27 0.31 0.51
C 2.010 0.203 4.326 0.12 -0.12 -0.25
C 1.302 0.825 5.334 -0.19 0.03 0.00
C -0.074 0.963 5.199 0.21 -0.02 0.11
C -0.672 0.428 4.068 -0.16 0.05 -0.02
N -0.004 -0.199 3.114 0.02 -0.23 -0.21
H 3.744 -2.632 -0.263 0.04 -0.02 -0.04
H 5.102 -4.462 -2.947 0.01 0.05 0.01
H 3.700 -5.201 -4.845 0.00 -0.01 0.00
H 1.268 -4.715 -4.857 -0.01 0.02 0.01
H 0.266 -3.498 -2.917 0.00 0.03 -0.01
H 3.130 -1.057 2.250 0.01 -0.13 -0.01
H 3.083 0.072 4.391 0.00 0.07 -0.01
H 1.808 1.201 6.214 0.02 0.02 -0.02
H -0.662 1.463 5.955 -0.05 0.02 -0.04
H -1.744 0.511 3.918 0.02 -0.01 0.01
N -0.382 1.379 0.715 0.04 0.32 0.55
C 0.118 2.478 1.047 -0.10 -0.16 -0.11
C 1.484 2.971 0.605 0.06 -0.01 0.19
C 2.533 2.075 0.430 -0.06 0.06 0.00
C 3.809 2.527 0.128 0.00 -0.07 -0.02
C 4.046 3.884 -0.035 0.05 0.05 -0.02
C 2.996 4.783 0.084 0.01 0.02 -0.03
C 1.725 4.330 0.406 0.05 -0.07 0.00
C -0.552 3.438 2.022 0.00 0.03 -0.07
C -1.864 3.870 1.859 0.06 0.02 0.00
C -2.458 4.709 2.792 -0.04 -0.03 -0.02
C -1.750 5.126 3.911 -0.04 0.00 0.04
C -0.442 4.697 4.087 0.03 -0.01 0.06
C 0.152 3.867 3.148 -0.04 0.00 -0.05
H 2.328 1.021 0.550 0.04 -0.02 -0.04
H 4.623 1.817 0.024 -0.02 0.00 -0.02
H 5.045 4.240 -0.256 -0.01 -0.01 -0.03
H 3.172 5.843 -0.061 -0.01 0.00 -0.02
H 0.910 5.035 0.511 0.00 0.02 0.06
H -2.411 3.571 0.978 -0.05 -0.07 -0.08
H -3.480 5.038 2.639 0.01 0.02 0.00
H -2.213 5.784 4.636 0.01 -0.01 0.00
H 0.122 5.018 4.956 -0.01 -0.01 0.00
H 1.181 3.549 3.282 0.01 -0.01 -0.01
N -1.726 -2.667 1.985 0.07 0.19 -0.24
C -2.685 -2.262 1.113 -0.69 0.08 -0.65
C -3.991 -2.782 1.222 0.12 0.06 0.06
C -4.915 -2.499 0.244 0.01 -0.03 0.06
C -4.548 -1.706 -0.834 -0.04 0.02 -0.04
C -3.274 -1.182 -0.837 0.01 0.12 -0.20
N -2.362 -1.412 0.108 0.33 -0.58 1.04
H -1.999 -3.084 2.855 -0.07 0.05 0.03
H -0.864 -2.155 1.979 0.36 0.15 0.22
H -4.242 -3.412 2.066 0.01 -0.03 -0.01
H -5.920 -2.897 0.314 0.00 -0.02 0.02
H -5.243 -1.478 -1.629 0.04 0.07 -0.01
H -2.944 -0.534 -1.640 -0.01 -0.01 0.04
N -2.709 2.162 -1.178 0.23 -0.13 0.13
C -3.991 1.967 -0.723 -0.04 0.17 0.13
C -5.108 2.216 -1.531 0.07 -0.07 -0.06
C -6.390 2.079 -1.025 0.01 -0.06 0.01
C -6.596 1.690 0.291 -0.10 -0.02 0.04
C -5.493 1.436 1.098 -0.01 -0.04 -0.05
C -4.209 1.574 0.608 0.05 0.00 -0.02
H -2.546 2.171 -2.171 0.01 0.00 0.02
H -1.938 1.795 -0.613 -0.23 0.15 -0.16
H -4.957 2.515 -2.563 0.00 0.02 0.01
H -7.239 2.273 -1.669 0.01 0.02 -0.01
H -7.600 1.586 0.684 0.01 -0.01 -0.02
H -5.638 1.102 2.119 0.02 0.06 0.02
H -3.344 1.379 1.232 0.01 -0.06 0.00
C -3.008 -1.799 -7.727 0.04 0.03 -0.03
C -1.571 -1.278 -7.881 0.03 -0.02 -0.01
C -0.620 -2.463 -8.114 -0.07 0.05 -0.03
C -1.528 -0.368 -9.111 0.00 -0.04 0.11
C -1.132 -0.553 -6.608 -0.01 0.01 -0.03
C -0.593 0.730 -6.620 -0.02 0.03 -0.11
C -0.141 1.369 -5.462 0.06 0.07 0.21
C -0.244 0.684 -4.273 -0.14 -0.26 -0.04
O 0.113 1.037 -3.007 0.06 0.25 -0.23
B -0.207 -0.047 -2.136 -0.01 0.42 -1.20
O -0.799 -1.044 -2.962 -0.15 -0.30 -0.63
C -0.799 -0.594 -4.244 0.08 0.16 -0.03
C -1.237 -1.228 -5.384 0.02 0.00 0.17
H -3.349 -2.247 -8.664 0.01 -0.03 0.01
H -3.685 -0.982 -7.472 -0.01 -0.01 0.01
H -3.081 -2.557 -6.949 -0.02 0.02 0.03
H -0.914 -3.028 -9.003 0.01 0.00 0.00
H -0.625 -3.138 -7.258 0.00 -0.03 -0.01
H 0.402 -2.104 -8.246 0.01 -0.02 -0.02
H -1.914 -0.905 -9.981 0.03 -0.02 -0.01
H -0.507 -0.053 -9.331 -0.02 0.05 -0.03
H -2.147 0.518 -8.959 0.01 0.02 -0.05
H -0.510 1.272 -7.553 0.00 -0.03 0.00
H 0.280 2.365 -5.499 0.00 -0.01 0.00
H -1.639 -2.231 -5.310 -0.01 0.00 -0.03
```
Forces are in eV/Å.

Output
Energy above the lowest of the compared OMol25 structures with the same formula, charge and spin, kJ/mol: 171.64
Total charge: -1
E_HOMO, eV: -4.1
Electronic energy, a.u.: -2727.45628
LUMO level, eV: 2.14
F_max, hartree/bohr: 0.025
Gap between HOMO and LUMO, eV: 6.20


ORCA calculation (ωB97M-V/def2-TZVPD) on a 2-piece molecular cluster, CH4ClP overall.

Structure (XYZ):
```
7
Properties=species:S:1:pos:R:3:forces:R:3
C 0.452 0.269 -0.406 3.63 4.16 1.27
P -1.238 0.014 0.152 -1.18 -0.84 2.30
Cl 0.979 -1.081 -1.301 0.76 -1.15 -0.61
H 0.533 1.172 -1.130 -0.32 -1.45 1.49
H 1.624 0.798 0.669 -3.11 -1.60 -2.55
H -1.131 -1.425 0.364 -0.06 0.93 -0.14
H -1.220 0.253 1.653 0.28 -0.05 -1.75
```
Forces are in eV/Å.

Output
Energy above the lowest of the compared OMol25 structures with the same formula, charge and spin, kJ/mol: 279.96
Total charge: 0
E_HOMO, eV: -9.4
Electronic energy, a.u.: -841.91868
LUMO level, eV: 0.17
F_max, hartree/bohr: 0.110
Gap between HOMO and LUMO, eV: 9.55